DFT (ωB97M-V with the def2-TZVPD basis set) results for a molecular structure, CH5BS2 at a distorted geometry.

```
9
Properties=species:S:1:pos:R:3
B -0.51 0.15 0.26
C 0.57 -0.95 0.45
S 0.30 1.82 -1.32
S -2.23 0.31 0.53
H 0.81 -1.42 1.44
H 1.53 -0.85 -0.04
H 0.08 -1.81 0.07
H 1.59 1.27 -1.22
H -2.14 1.47 -0.17
```

ΔE to the lowest compared entry with this formula, charge and spin: 201.7 kJ/mol
HOMO level: -8.77 eV
charge: 0
gap between HOMO and LUMO: 9.028 eV

---

DFT (ωB97M-V with the def2-TZVPD basis set) results for CH5BrN2 in the gas phase at a distorted geometry.

```
9
Properties=species:S:1:pos:R:3
C -0.59 0.45 -0.72
N -0.03 -0.81 -0.30
N 0.96 -0.66 1.14
Br 1.02 1.05 1.85
H -1.58 0.57 -0.33
H 0.04 1.37 -0.37
H -0.66 0.56 -1.87
H 0.65 -1.28 -0.90
H 0.19 -1.25 1.50
```

ΔE to the lowest compared entry with this formula, charge and spin: 152.7 kJ/mol
HOMO level: -9.23 eV
charge: 0
gap between HOMO and LUMO: 9.629 eV

---

DFT (ωB97M-V with the def2-TZVPD basis set) results for a gas-phase ion, CH5BrN2P (charge +1) at a distorted geometry.

```
10
Properties=species:S:1:pos:R:3
N 0.78 0.63 0.29
C -0.40 0.23 -0.23
N -0.37 -1.01 -0.76
P -1.85 1.25 -0.47
Br -3.38 -0.20 0.15
H 1.46 0.01 0.66
H 0.93 1.57 0.80
H 0.49 -1.62 -0.81
H -1.31 -1.32 -1.09
H -1.55 1.68 0.90
```

ΔE to the lowest compared entry with this formula, charge and spin: 6.4 kJ/mol
HOMO level: -14.57 eV
charge: +1
gap between HOMO and LUMO: 9.624 eV

---

DFT (ωB97M-V with the def2-TZVPD basis set) results for CH5BrP2 in the gas phase at a distorted geometry.

```
9
Properties=species:S:1:pos:R:3
P -0.40 -1.72 0.20
C -0.12 0.05 0.57
P 1.23 0.86 -0.15
Br 3.18 -0.19 -0.20
H -1.91 -1.50 0.23
H -0.60 -1.61 -1.24
H -0.02 0.30 1.71
H 1.07 0.85 -1.54
H 1.57 2.11 0.29
```

ΔE to the lowest compared entry with this formula, charge and spin: 194.7 kJ/mol
HOMO level: -7.86 eV
charge: 0
gap between HOMO and LUMO: 8.343 eV